1.
DFT (wB97M-V/def2-TZVPD) results for a molecular structure, C20H24N4O3S.

Positions of all 52 atoms, in Å:
C: 0.078 0.504 -1.500
H: 0.503 4.365 -0.721
H: 5.013 1.181 2.495
H: -4.379 -3.282 -0.960
C: 1.982 1.799 -0.603
C: 2.016 1.628 1.041
C: -2.050 -4.781 -0.647
H: 3.381 -1.353 -0.540
H: 1.199 -1.150 -1.286
H: 0.055 3.753 0.885
C: 2.481 0.235 1.255
H: 1.676 -0.410 1.227
H: 2.232 2.936 -0.959
H: -2.583 -4.866 -1.737
N: 0.487 1.506 -0.879
N: -3.695 1.454 0.066
C: -1.746 1.816 -0.859
C: -1.446 -1.482 0.935
C: -2.974 2.505 -0.677
C: 6.049 0.124 0.707
C: 0.654 -0.682 -1.730
H: 1.517 -0.428 -2.379
O: -4.104 0.912 2.466
H: -1.016 -4.941 -0.909
C: -1.136 -2.632 0.434
H: -2.144 -0.181 -1.896
H: 0.112 -1.345 -2.366
S: -2.973 0.732 1.449
H: -2.641 -5.447 0.013
H: 2.870 2.485 1.201
H: -0.306 -3.108 0.477
H: 2.541 0.866 -1.112
H: -4.550 1.886 0.460
H: 2.565 0.136 2.635
C: -2.163 -3.409 -0.200
C: 5.029 0.473 1.243
N: 3.870 -0.030 0.956
C: 4.178 -1.029 -0.093
C: -0.437 2.296 -0.656
H: 1.193 1.877 1.498
O: -3.465 3.418 -1.303
H: -1.186 4.286 -0.366
C: -0.351 3.787 -0.152
H: -4.782 -0.997 -0.021
N: 5.458 -0.996 -0.249
H: 7.046 0.129 0.756
C: -3.828 -1.599 0.222
C: -3.647 -2.909 -0.166
C: -2.711 -1.032 0.650
C: -1.416 0.590 -1.332
H: -0.595 -1.046 1.509
O: -1.860 1.459 1.723

The HOMO energy comes out at -0.2693 Eh. Its frontier orbital gap is 7.259 eV.

---

2.
DFT (wB97M-V/def2-TZVPD) results for a single C20H24N4O5S molecule.

Positions of all 54 atoms, in Å:
C: -2.135 0.131 1.355
O: 1.903 -1.667 -0.902
H: -2.080 -0.634 2.131
O: 1.930 6.545 0.232
C: 1.636 0.919 -0.463
H: -1.185 2.019 0.960
C: 1.998 5.353 0.186
C: -1.549 -0.435 0.062
H: 0.288 2.065 2.924
C: 1.565 3.258 -0.349
C: -2.653 -3.118 -2.358
H: -3.540 -3.419 -1.793
N: -2.145 -1.915 -1.740
N: -0.175 -0.883 0.225
H: 0.229 2.096 -1.583
H: 4.899 4.787 1.386
C: -2.450 2.240 2.677
C: 1.040 2.100 -0.876
H: -3.321 2.520 2.089
H: -0.470 0.609 3.567
H: -2.953 -2.886 -3.386
C: 3.235 2.048 0.942
S: 0.923 -0.627 -0.986
H: -1.977 3.149 3.041
H: -3.166 -5.785 -2.560
C: -0.208 1.136 2.652
H: 3.811 6.146 1.760
C: -1.467 1.425 1.837
C: 2.645 3.238 0.551
C: 0.555 -5.156 -2.300
H: 3.111 -0.083 0.676
H: -1.521 0.341 -0.708
C: -2.107 -5.569 -2.487
C: -2.388 -1.624 -0.450
O: -3.160 -2.237 0.257
N: 2.894 4.550 0.867
H: -1.421 -1.400 -2.229
H: -0.068 -1.763 0.703
C: 2.702 0.881 0.419
C: -0.006 -6.417 -2.422
H: 0.488 0.525 2.085
C: 3.907 5.061 1.748
H: 3.768 4.670 2.757
H: -3.193 0.316 1.160
H: 0.608 -7.308 -2.446
H: -2.785 1.660 3.533
O: 0.236 -0.424 -2.237
H: 0.133 -3.065 -2.185
O: 1.186 4.548 -0.559
H: 1.623 -5.025 -2.222
H: 4.068 2.030 1.626
C: -1.660 -4.254 -2.370
N: -1.310 -6.618 -2.517
C: -0.288 -4.055 -2.278

The HOMO energy comes out at -0.3372 Eh. As for the structure (SMILES): CC(C)C[C@@H](NS(=O)(=O)c1ccc2c(c1)oc(=O)n2C)C(=O)NCc1cccnc1. Its frontier orbital gap is 9.506 eV.

---

3.
DFT (wB97M-V/def2-TZVPD) results for a single C20H24O2 molecule.

Positions of all 46 atoms, in Å:
H: 1.204 2.189 -2.376
H: 1.420 -3.312 -0.589
H: -4.486 -0.885 -1.637
C: -0.111 -2.685 0.693
H: -5.291 -1.252 0.682
C: 2.153 -2.083 0.942
C: -5.261 -0.247 -1.219
H: -6.224 -0.625 -1.555
H: -0.095 -0.536 -1.893
H: -2.539 -0.406 -0.583
H: 4.079 -0.276 2.776
H: 1.142 3.891 2.267
C: -0.807 2.287 -1.608
C: -0.367 2.569 -0.256
H: -4.011 0.481 1.941
C: -1.210 -2.258 0.907
H: 0.775 0.363 -0.644
C: -2.633 -0.312 0.500
C: 1.257 -3.130 0.478
H: -3.864 1.439 0.470
C: 0.076 2.771 0.839
H: 4.346 0.256 1.095
C: -2.532 -1.706 1.129
C: 0.728 2.886 2.135
H: -1.707 1.667 -1.578
C: 1.791 1.890 2.138
H: -1.790 0.289 0.850
C: 2.638 1.053 2.006
O: 2.002 -1.619 -2.373
O: 2.960 0.385 -2.463
H: -1.052 3.223 -2.117
C: -3.929 0.417 0.852
C: 0.668 0.224 -1.725
C: 0.309 1.564 -2.370
C: -5.202 -0.232 0.304
H: -0.002 1.404 -3.405
H: -2.713 -1.640 2.206
C: 2.839 -1.186 1.342
H: -6.060 0.329 0.683
C: 1.993 -0.285 -2.222
H: -3.279 -2.377 0.697
H: 2.881 -1.914 -2.660
H: -5.131 0.758 -1.614
H: 1.442 -4.058 1.031
C: 3.586 -0.035 1.828
H: 0.018 2.685 2.944

The HOMO energy comes out at -0.3385 Eh. As for the structure (SMILES): CCCCCC#CCC#CCC#CCC#CCCCC(=O)O. Its frontier orbital gap is 9.925 eV.

---

4.
DFT (wB97M-V/def2-TZVPD) results for a molecular structure, C20H25As2CoN4O2S.

Positions of all 55 atoms, in Å:
C: -2.563 0.835 -5.395
H: -4.108 -2.822 2.238
H: -2.899 -3.892 0.348
H: -4.392 -0.601 -1.136
H: -1.987 -3.519 -1.139
H: -1.033 -0.012 4.894
H: -0.477 1.060 -4.926
H: -1.926 2.484 2.547
C: 3.080 0.984 0.019
H: 0.184 1.770 4.043
C: -3.431 -2.201 2.813
H: -5.700 -0.164 -5.717
N: 1.824 0.764 -0.370
C: -1.405 0.541 -4.715
C: -3.736 -0.860 -4.125
C: -1.702 -0.622 4.302
C: -2.573 -1.148 -3.442
C: -3.491 -2.224 4.198
N: 0.213 0.671 -1.961
C: -1.415 -0.449 -3.736
H: 4.270 2.141 -2.898
H: -2.545 -1.936 -2.701
H: -4.643 -1.416 -3.919
H: -2.668 -1.451 6.022
S: 0.085 -0.688 -2.866
Co: -0.077 -0.358 -0.228
C: 0.777 1.284 3.272
O: 1.184 -0.915 -3.745
H: -2.569 1.602 -6.158
H: -2.366 1.835 0.950
H: -4.771 -0.760 0.590
H: -4.688 -2.210 -0.442
As: -2.355 -1.404 0.205
C: -2.502 -1.397 2.161
O: -0.115 -1.726 -1.816
N: 2.353 1.516 -2.559
H: -0.941 2.869 1.112
H: 1.410 0.518 3.716
C: -3.752 0.138 -5.112
C: -1.538 2.102 1.604
C: 3.594 1.738 -2.152
H: -4.880 1.099 -6.532
C: 4.025 1.479 -0.854
H: -1.144 -3.594 0.405
C: -4.267 -1.225 -0.254
N: -4.903 0.442 -5.775
C: 1.511 1.020 -1.662
As: -0.413 0.538 1.923
C: -2.081 -3.313 -0.074
C: -2.624 -1.437 4.942
H: 5.043 1.662 -0.545
H: 1.408 2.030 2.791
C: -1.646 -0.593 2.913
H: 3.311 0.769 1.056
H: -4.207 -2.862 4.698

The spin multiplicity is 2. The HOMO energy (alpha / beta) comes out at -0.3921 / -0.3924 Eh. As for the net charge: +1. Its frontier orbital gap (alpha / beta) is 6.919 / 7.597 eV.

---

5.
DFT (wB97M-V/def2-TZVPD) results for a molecular structure, C20H25BBaN11O4S.

Positions of all 63 atoms, in Å:
C: 0.415 8.133 0.622
O: 3.490 -5.200 1.087
H: -3.022 -6.186 -2.168
H: 3.273 5.898 0.325
C: -1.348 4.472 1.799
H: -0.726 -6.209 1.072
C: 4.069 2.900 1.261
H: -4.587 -8.640 -1.169
C: -1.431 2.384 2.427
C: -1.173 -2.358 -1.056
C: 3.379 4.876 0.646
H: 0.352 -6.091 -1.175
N: 2.749 2.807 1.130
N: 0.423 -4.175 -0.346
B: 0.846 4.427 0.431
C: 2.012 -2.925 0.527
O: -1.152 -8.057 -1.220
N: 2.313 4.047 0.771
H: -0.879 -4.982 -1.747
C: -2.133 3.588 2.494
S: -2.099 -7.384 -0.373
C: 1.093 6.462 1.974
H: -0.210 4.399 -4.213
H: 1.042 8.568 2.767
C: 0.883 7.873 1.957
H: -2.053 -5.174 0.509
N: 2.368 -5.388 0.676
H: 0.139 9.083 0.192
H: 1.440 5.840 2.786
H: 4.649 2.041 1.565
O: 1.801 -6.456 0.575
N: -0.237 3.827 1.364
N: 0.790 5.991 0.804
C: 1.643 -4.202 0.287
H: 0.171 1.881 -3.241
C: 0.232 4.925 -2.123
H: -3.518 -8.615 -2.580
N: 0.353 7.037 -0.057
H: -1.531 5.509 1.579
C: 4.521 4.187 0.963
C: 0.231 2.819 -2.710
H: -1.695 1.429 2.856
C: 0.037 4.104 -3.208
C: -1.285 -5.882 0.195
N: 0.524 4.159 -1.048
N: 0.525 2.842 -1.412
N: -0.303 2.522 1.737
H: -4.091 -6.215 -0.735
C: -3.449 -6.813 -1.382
H: -0.953 -1.623 -1.830
Ba: 1.177 0.810 0.298
H: -1.772 -3.141 -1.511
H: -5.012 -7.669 -2.582
H: -1.787 -1.886 -0.287
H: 5.530 4.558 0.979
C: -4.185 -8.015 -1.964
O: -2.641 -8.015 0.795
H: 0.178 5.994 -2.053
C: -0.348 -5.324 -0.862
H: 2.915 -2.592 1.011
C: 0.090 -2.874 -0.456
H: -3.071 3.785 2.981
N: 1.037 -2.089 0.063

The spin multiplicity is 2. The HOMO energy (alpha / beta) comes out at -0.5196 / -0.5196 Eh. As for the net charge: +2. Its frontier orbital gap (alpha / beta) is 8.787 / 4.307 eV.

---

6.
DFT (wB97M-V/def2-TZVPD) results for a molecular structure, C20H25BeK2N5O4S.

Positions of all 58 atoms, in Å:
H: 1.720 3.282 1.856
C: -3.852 -2.298 -4.744
C: 1.622 -5.018 0.839
H: -3.584 -1.678 -2.703
H: -3.287 -1.999 2.287
H: 4.541 0.303 2.024
H: 0.787 -3.622 -0.445
H: 1.385 -5.196 -2.432
C: -5.188 -0.772 -3.631
H: -2.812 0.074 1.046
K: 0.712 5.410 -2.243
H: -6.562 -0.594 -5.284
H: 7.487 2.156 -0.067
C: 7.024 1.832 0.853
H: 8.389 1.944 2.628
K: 3.965 1.473 -4.697
N: 1.401 4.012 2.477
H: -6.800 0.587 2.459
H: -5.931 -1.714 3.333
H: -4.853 -2.188 -6.648
H: 2.282 -7.446 -1.391
C: 6.461 1.024 2.867
C: 2.130 -6.542 -0.821
H: 3.195 4.379 3.569
N: 1.240 -4.522 -0.381
H: -2.988 -2.946 -4.785
H: -5.516 -0.209 -2.769
H: -4.614 1.821 1.168
S: 0.151 0.791 -1.968
H: 5.139 1.300 -0.066
C: 5.527 0.730 1.912
C: 2.140 -6.313 0.551
C: 1.613 -5.423 -1.401
H: 6.457 0.832 3.929
C: -5.590 -0.954 -4.980
O: -0.166 -0.304 -1.095
C: 0.104 4.435 2.517
Be: -2.508 1.514 -5.346
H: 2.428 -7.087 1.247
C: -4.717 0.828 1.579
C: 7.447 1.697 2.161
H: -0.892 5.867 3.752
N: -3.721 -0.028 1.473
O: 1.365 1.528 -1.543
C: -5.798 0.232 2.265
N: 5.808 1.272 0.690
H: -0.735 4.063 1.948
O: -0.948 1.701 -2.087
C: -4.707 -1.874 -5.624
O: 0.341 0.340 -3.369
H: 1.419 -4.417 1.713
C: -5.370 -1.048 2.694
C: 0.017 5.328 3.530
C: 2.159 4.631 3.397
C: -4.030 -1.216 2.251
C: 1.349 5.497 4.087
H: 1.535 6.132 4.940
N: -4.169 -1.606 -3.523

The HOMO energy comes out at -0.4179 Eh. As for the net charge: +2. Its frontier orbital gap is 1.553 eV.

---

7.
DFT (wB97M-V/def2-TZVPD) results for a single C20H25BrN2O2 molecule.

Positions of all 50 atoms, in Å:
H: -2.587 -3.321 2.696
C: -1.335 -2.393 1.231
H: -5.180 -3.354 -0.377
H: -5.824 1.319 -0.452
H: -3.313 -3.729 -1.946
H: 0.273 -1.326 1.850
O: -0.134 1.425 -0.101
C: -4.056 1.719 0.695
H: 2.067 3.023 -0.042
H: -2.099 0.909 0.521
C: 1.424 -0.315 -0.172
H: -2.104 -2.278 0.463
O: -2.520 4.011 0.212
H: -0.183 3.390 -0.784
H: -2.272 -0.286 2.737
C: -4.647 -2.512 -0.794
H: 2.935 -1.824 -0.230
H: 4.366 2.197 -0.069
H: 0.654 -2.289 -0.439
C: 3.781 0.139 -0.150
H: -3.305 -1.215 3.831
C: -0.474 2.779 0.081
C: -1.986 -2.414 2.611
H: -4.306 1.037 1.511
C: -2.917 -1.639 -2.202
C: 3.544 1.498 -0.095
N: -2.621 1.775 0.555
C: -3.286 -0.351 -1.854
H: -1.207 -2.455 3.377
C: -4.745 1.268 -0.603
C: 0.276 -1.284 -0.182
H: -3.664 -1.173 2.101
C: -1.988 2.922 0.274
C: -5.016 -1.223 -0.453
Br: 5.572 -0.507 -0.172
H: 0.011 3.195 0.975
H: -4.389 2.728 0.948
H: -4.473 1.966 -1.397
C: 2.239 1.959 -0.077
C: -2.864 -1.192 2.837
H: -2.100 -1.800 -2.891
C: 2.731 -0.765 -0.187
N: -0.415 -1.277 1.101
H: -0.829 -3.361 1.053
C: -3.598 -2.723 -1.673
C: 1.174 1.066 -0.111
C: -4.345 -0.128 -0.984
H: -5.844 -1.063 0.224
H: -2.754 0.492 -2.272
H: -0.453 -0.990 -0.945

The HOMO energy comes out at -0.3174 Eh. As for the structure (SMILES): CCCNCc1cc(Br)ccc1OCC(=O)NCCc1ccccc1. Its frontier orbital gap is 9.388 eV.

---

8.
DFT (wB97M-V/def2-TZVPD) results for a single C20H25FN2O3 molecule.

Positions of all 51 atoms, in Å:
C: -6.102 -0.074 -0.589
C: 3.383 0.419 0.006
C: 3.067 1.685 0.517
H: 3.453 3.771 0.566
N: 0.069 -2.257 -0.142
C: 2.150 -2.880 0.970
C: 5.113 1.487 -1.292
C: 0.686 -1.675 -1.317
C: 4.778 2.724 -0.777
C: -1.841 1.583 1.189
H: 0.621 -0.587 -1.264
H: -2.054 1.065 2.126
C: -3.173 -0.510 0.301
C: -1.706 -0.565 -0.157
C: 3.743 2.824 0.140
H: -1.334 2.519 1.421
H: -5.803 0.492 -2.727
H: 0.907 -4.159 -0.277
H: 0.181 -3.730 1.286
N: -3.759 0.776 0.019
C: 2.821 -1.925 -0.033
C: -3.138 1.892 0.475
O: -3.567 3.017 0.300
H: -0.053 0.448 0.847
O: 2.642 -0.614 0.479
H: 3.894 -2.149 -0.099
C: 2.163 -2.064 -1.411
C: 0.788 -3.358 0.460
H: 2.646 -1.408 -2.136
H: 5.315 3.608 -1.081
H: -5.957 -0.952 0.021
H: -7.111 0.307 -0.562
H: -5.235 1.964 -0.774
C: -4.982 0.913 -0.709
H: -4.659 -0.772 -2.137
O: -1.508 -2.337 1.454
H: -3.738 -1.292 -0.205
H: 2.283 -3.092 -1.753
C: -5.327 0.035 -1.873
C: -0.958 0.709 0.296
H: -1.686 -0.647 -1.247
H: 2.014 -2.330 1.902
H: 0.163 -2.010 -2.225
F: 2.060 1.785 1.411
H: -3.205 -0.726 1.376
H: 4.719 -0.604 -1.332
H: -0.665 1.300 -0.575
H: 2.789 -3.740 1.165
C: 4.426 0.345 -0.911
C: -1.051 -1.797 0.463
H: 5.919 1.398 -2.004

The HOMO energy comes out at -0.3129 Eh. As for the structure (SMILES): O=C([C@@H]1CCC(=O)N(C2CC2)C1)N1CCC(Oc2ccccc2F)CC1. Its frontier orbital gap is 9.031 eV.

---

no.,electronic energy (eV),strongest force on any atom (eV/A)
1,-44050.554,17.9
2,-48163.893,1.0
3,-25218.513,0.7
4,-201333.864,1.1
5,-57917.217,0.6
6,-80649.032,4.4
7,-98264.264,0.7
8,-32985.885,0.6